Molecular formula: C33H47Cl2N2PSeY
Method: DFT, ωB97M-V/def2-TZVPD

* gap between HOMO and LUMO (spin up / spin down): 0.136 / 0.132 hartree
* HOMO energy (spin up / spin down): -1.731 / -1.661 eV
* total charge: -1
* molecular weight: 741.50 g mol⁻¹

XYZ file:
```
87
Properties=species:S:1:pos:R:3:mulliken_charge:R:1
P -0.12 0.67 -2.31 1.1384
C -1.75 0.22 -3.12 0.0828
C -2.23 1.08 -4.31 -0.3829
C -3.67 0.71 -4.67 -0.9140
C -3.83 -0.80 -4.94 -0.7322
C -3.29 -1.65 -3.79 -0.8558
C -1.84 -1.28 -3.45 -0.2048
C 1.28 0.12 -3.43 -0.2195
C 1.17 0.51 -4.90 -0.6764
C 2.48 0.16 -5.62 -0.8585
C 2.85 -1.32 -5.46 -0.7617
C 2.87 -1.75 -3.99 -0.7582
C 1.56 -1.38 -3.29 0.2806
C -0.06 2.53 -2.46 0.2307
C -1.20 3.18 -1.64 -0.5518
C -1.18 4.70 -1.78 -0.8469
C 0.18 5.31 -1.41 -0.7034
C 1.33 4.64 -2.17 -0.9599
C 1.30 3.12 -2.06 -0.5304
H -2.43 0.41 -2.26 0.4399
H -1.57 0.91 -5.17 0.0921
H -2.18 2.15 -4.07 0.2102
H -3.99 1.28 -5.56 0.3849
H -4.33 0.99 -3.83 0.3701
H -4.89 -1.03 -5.10 0.3990
H -3.30 -1.06 -5.86 0.3211
H -3.91 -1.49 -2.89 0.3597
H -3.34 -2.72 -4.05 0.4001
H -1.47 -1.87 -2.60 -0.4809
H -1.20 -1.51 -4.31 0.2311
H 2.14 0.65 -2.99 0.6511
H 3.28 0.77 -5.20 0.3534
H 0.95 1.59 -5.01 0.2361
H 0.33 -0.03 -5.36 0.1868
H 2.39 0.41 -6.69 0.4003
H 3.83 -1.51 -5.91 0.4299
H 2.12 -1.94 -6.00 0.3022
H 3.04 -2.83 -3.90 0.3934
H 3.69 -1.24 -3.47 0.3832
H 1.60 -1.66 -2.23 -1.2382
H 0.73 -1.96 -3.71 0.3647
H -0.23 2.73 -3.54 0.5596
H -2.18 2.79 -1.95 0.2711
H -1.10 2.90 -0.58 0.1502
H -1.40 4.96 -2.83 0.3206
H -1.98 5.14 -1.16 0.3824
H 0.34 5.19 -0.33 0.2923
H 0.17 6.39 -1.61 0.3929
H 2.29 5.02 -1.81 0.3996
H 1.25 4.91 -3.23 0.3697
H 2.11 2.69 -2.66 0.1050
H 1.52 2.82 -1.02 0.1573
Y 0.13 0.00 0.72 0.4487
Cl 2.46 0.78 0.02 -0.6193
Cl -2.34 0.64 0.66 -0.5912
C -0.31 -1.92 -0.37 -1.0051
H -1.42 -1.98 -0.41 0.1394
C 0.38 -3.15 -0.39 1.2366
C 1.83 -3.17 -0.31 -0.0862
C 2.52 -4.37 -0.21 -0.9827
C 1.82 -5.58 -0.23 -0.5465
C 0.42 -5.60 -0.29 -0.4393
C -0.30 -4.42 -0.37 -0.6509
H 2.35 -2.21 -0.27 0.3524
H 3.61 -4.34 -0.11 0.3505
H -0.12 -6.55 -0.26 0.3349
H -1.39 -4.40 -0.38 0.3225
H 2.38 -6.51 -0.17 0.3326
C 2.13 0.76 4.58 -0.9388
N 0.73 0.39 4.68 0.3428
C 0.11 -0.53 3.86 -0.3711
Se 1.00 -1.71 2.73 -0.2442
N -1.18 -0.63 4.35 0.0786
C -1.31 0.07 5.55 0.2421
C -2.30 0.04 6.53 -0.7925
C -2.03 0.74 7.72 -0.4347
C -0.79 1.38 7.93 -0.6147
C 0.22 1.35 6.95 -0.5643
C -0.09 0.71 5.76 0.6576
H 2.70 0.34 5.42 0.3505
H 2.21 1.85 4.59 0.3347
H 2.53 0.37 3.63 0.2800
H -1.89 -1.22 3.93 0.2174
H -3.22 -0.49 6.35 0.3736
H -2.78 0.80 8.51 0.3629
H -0.61 1.91 8.86 0.3662
H 1.21 1.79 7.08 0.3905
```